The following is a DFT calculation (ωB97M-V/def2-TZVPD) of a cluster of 2 separate species, C8H8N4O4 in total at a distorted geometry.

Element x y z (Å)
C  -0.175  -1.983  -0.463
C  -1.908  -1.223  1.225
C  -1.589  -1.746  0.003
C  0.451  -1.133  1.772
C  -0.211  1.953  0.231
C  -0.104  1.444  -2.086
C  -0.961  1.723  -1.093
C  1.878  1.135  -0.802
H  1.699  -1.424  0.379
H  -2.100  -1.972  -0.880
H  -2.917  -1.220  1.613
H  -1.115  -0.851  3.272
H  1.841  1.705  1.173
H  -2.060  2.016  -1.108
H  -0.444  1.019  -3.131
H  1.806  0.984  -2.886
N  0.716  -1.740  0.658
N  -0.879  -1.013  2.176
N  1.205  1.727  0.286
N  1.248  1.314  -2.002
O  0.282  -2.568  -1.498
O  1.265  -0.790  2.672
O  -0.882  2.212  1.209
O  2.953  0.432  -0.718

Calculated values
- SMILES string: O=c1cc[nH]c(=O)[nH]1.O=c1cc[nH]c(=O)[nH]1
- Gap between HOMO and LUMO: 9.39 eV
- Max |F|: 7.8 eV Å⁻¹
- Highest occupied orbital energy: -9.33 eV
- Energy above the lowest of the compared OMol25 structures with the same formula, charge and spin: 344.4 kJ/mol
- E_LUMO: 0.058 eV